DFT (ωB97M-V with the def2-TZVPD basis set) results for a structure of composition C7H7F5LaN4OSe3Te in a non-equilibrium geometry.

Results
Energy above the lowest of the compared OMol25 structures with the same formula, charge and spin: 0.284 eV
LUMO level: 1.94 eV
Total energy: -8568.6565 Ha
Gap between HOMO and LUMO: 6.6259 eV

Geometry as ORCA input:
```
! RIJCOSX wB97M-V def2-TZVPD def2/J DEFGRID3
* xyz -1 1
Te -2.316 -1.928 3.057
C -1.744 -1.824 -1.425
F -5.278 0.053 -0.076
Se -0.314 -2.621 1.749
C -4.645 1.222 -0.508
H 2.740 1.658 0.431
H 4.480 -1.668 -0.272
Se 0.706 0.543 2.818
F -3.401 3.049 0.129
H 5.088 -0.054 -0.446
C 1.796 -0.789 -0.760
C 2.635 1.317 -0.612
H 3.229 2.023 -1.247
N 1.798 -2.122 -0.844
F -5.611 2.106 -0.926
H 4.051 -0.536 1.027
C -3.607 1.679 0.514
H 0.897 -2.659 -1.135
H 2.717 -2.515 -0.942
Se -1.379 0.524 3.851
La -1.385 -0.007 0.722
N -1.444 -2.840 -1.937
C 4.185 -0.599 -0.051
F -4.351 1.862 1.713
N 0.739 -0.041 -0.900
C 1.127 1.300 -0.790
F -4.065 0.713 -1.643
N 2.982 -0.092 -0.703
O 0.370 2.248 -0.794
*
```